1.
This record from OMol25 describes an isolated ion of composition C4H13N2 and charge +1 at a distorted geometry. The level of theory is wB97M-V/def2-TZVPD.

Calculated values
- Relative energy (zero: lowest compared OMol25 entry of this formula, charge and spin): 138.77 kJ/mol
- Charge: +1
- E_HOMO: -0.48735 Eh

Geometry (Å):
1 C -0.6719 -1.5702 -0.4298
2 N 0.4086 -0.5969 -0.2056
3 C 1.6602 -1.2797 0.0850
4 C -0.0012 0.2307 0.9142
5 C -0.9059 1.3834 0.4610
6 N -0.4295 1.8337 -0.8921
7 H -0.9915 -2.0445 0.5024
8 H -0.3807 -2.2936 -1.1869
9 H -1.5311 -1.0271 -0.8128
10 H 1.5946 -1.8998 0.9873
11 H 2.4740 -0.5774 0.2873
12 H 1.9486 -1.9242 -0.7407
13 H -0.3629 -0.3041 1.8034
14 H 0.8410 0.7464 1.3815
15 H -1.9729 1.1786 0.3848
16 H -0.7627 2.2242 1.1335
17 H -0.5818 2.8396 -1.0158
18 H -0.9105 1.4059 -1.6795
19 H 0.5756 1.6748 -0.9772



2.
This record from OMol25 describes C34H37ClN6O6PbSSe as an isolated structure at a distorted geometry. The level of theory is wB97M-V/def2-TZVPD.

Calculated values
- Relative energy (zero: lowest compared OMol25 entry of this formula, charge and spin): 85.83 kJ/mol
- Charge: 0
- E_HOMO: -0.30716 Eh

Geometry (Å):
1 Pb 0.0910 -1.7653 1.1557
2 N 0.4478 0.5087 2.1363
3 N -0.3272 0.6464 3.3224
4 C -0.4590 -0.5505 4.1165
5 O -0.6476 -0.3809 5.3066
6 O -0.3924 -1.6420 3.4834
7 H 1.4501 0.4294 2.3663
8 H 0.3016 1.3286 1.5516
9 H 0.0171 1.3960 3.9217
10 C 0.1256 -4.8598 -1.2380
11 C 1.4669 -4.5050 -1.7989
12 C 1.7561 -4.7313 -3.1315
13 C 2.9982 -4.4052 -3.6528
14 Cl 3.3158 -4.6762 -5.3341
15 C 3.9680 -3.8335 -2.8509
16 C 3.6859 -3.5861 -1.5162
17 C 2.4510 -3.9304 -0.9777
18 O 2.1252 -3.8007 0.3398
19 C 3.1498 -3.3701 1.2204
20 C 3.4296 -1.8391 1.0466
21 O 4.5819 -1.4624 0.9497
22 O 2.3942 -1.1100 0.9957
23 H -0.4002 -5.5337 -1.9105
24 H -0.4691 -3.9537 -1.1067
25 H 0.2295 -5.3276 -0.2615
26 H 1.0113 -5.1808 -3.7706
27 H 4.9345 -3.5756 -3.2574
28 H 4.4411 -3.1060 -0.9155
29 H 4.0665 -3.9526 1.0850
30 H 2.7522 -3.5494 2.2221
31 Se 1.5073 2.6480 6.8535
32 N 1.8301 1.1503 7.6920
33 C 2.0610 0.2105 6.7877
34 C 2.2568 -1.1615 7.0331
35 C 2.4127 -1.9708 5.9446
36 C 2.4177 -1.4132 4.6451
37 N 2.2504 -0.1512 4.3714
38 C 2.0325 0.6642 5.4156
39 N 1.7508 1.9538 5.2685
40 H 2.2427 -1.5233 8.0493
41 H 2.5197 -3.0367 6.0576
42 H 2.5584 -2.0524 3.7865
43 O -2.2068 -0.9139 0.4055
44 S -2.9427 0.2741 -0.0883
45 C -1.8250 0.9126 -1.4276
46 C -2.2725 2.1946 -2.0312
47 C -1.4487 3.3137 -2.0318
48 C -1.8740 4.4983 -2.6078
49 C -3.1323 4.5775 -3.1789
50 C -3.9554 3.4641 -3.1904
51 C -3.5286 2.2789 -2.6247
52 C -2.6757 1.6412 1.1460
53 C -3.8207 2.5818 1.0005
54 C -5.1095 2.1678 1.3222
55 C -6.1885 2.9977 1.0778
56 C -5.9904 4.2431 0.5040
57 C -4.7088 4.6748 0.2123
58 C -3.6285 3.8480 0.4640
59 H -1.8310 0.1081 -2.1644
60 H -0.8319 0.9641 -0.9864
61 H -0.4674 3.2625 -1.5766
62 H -1.2221 5.3580 -2.6076
63 H -3.4743 5.5038 -3.6127
64 H -4.9300 3.5141 -3.6504
65 H -4.1689 1.4098 -2.6303
66 H -1.7295 2.1374 0.9466
67 H -2.6359 1.1466 2.1171
68 H -5.2612 1.1912 1.7579
69 H -7.1859 2.6690 1.3276
70 H -6.8370 4.8753 0.2873
71 H -4.5481 5.6491 -0.2233
72 H -2.6307 4.1878 0.2310
73 C 0.4740 0.4642 -4.3544
74 C 1.5630 -0.0694 -3.4117
75 C 2.4405 1.0835 -2.9048
76 C 2.3982 -1.1220 -4.1471
77 C 0.9631 -0.6893 -2.2594
78 N 0.4771 -1.1545 -1.3325
79 H 0.9542 0.8685 -5.2417
80 H -0.0992 1.2559 -3.8811
81 H -0.1965 -0.3337 -4.6662
82 H 3.0298 1.4707 -3.7329
83 H 3.1106 0.7487 -2.1168
84 H 1.8191 1.8859 -2.5151
85 H 2.7835 -0.6954 -5.0691
86 H 1.7788 -1.9792 -4.3985
87 H 3.2305 -1.4640 -3.5389



3.
This record from OMol25 describes a 2-piece molecular cluster, C3H3NO2 overall at a distorted geometry. The level of theory is wB97M-V/def2-TZVPD.

Calculated values
- Relative energy (zero: lowest compared OMol25 entry of this formula, charge and spin): 154.58 kJ/mol
- Charge: 0
- E_HOMO: -0.35487 Eh

Geometry (Å):
1 C 0.7714 -0.5827 1.1559
2 C 0.4162 0.6526 1.2468
3 O 0.0884 1.7651 1.3179
4 H 1.6975 -0.9171 1.5808
5 H 0.1513 -1.3209 0.6876
6 N -0.3739 0.3291 -2.0276
7 C -1.1909 -0.1030 -1.2788
8 O -2.0751 -0.5878 -0.7159
9 H 0.5151 0.7647 -1.9668



4.
This record from OMol25 describes C20H24I2N2O2STl as an isolated structure. The level of theory is wB97M-V/def2-TZVPD.

Calculated values
- Relative energy (zero: lowest compared OMol25 entry of this formula, charge and spin): 0.00 kJ/mol
- Charge: +3
- E_HOMO: -0.50304 Eh

Geometry (Å):
1 Tl 12.6631 4.1143 -2.2226
2 I 15.7805 2.5998 -1.6478
3 C 15.9241 3.4986 0.2680
4 I 14.3712 4.8735 0.7239
5 H 16.8602 4.0397 0.3098
6 H 15.8878 2.7096 1.0076
7 N 14.1801 6.0444 -2.9496
8 C 14.7948 6.9980 -3.1851
9 N 15.4869 8.0732 -3.4521
10 C 16.4225 8.6008 -2.4396
11 C 16.6074 10.0857 -2.6948
12 O 17.0284 10.3123 -4.0236
13 C 16.0445 9.8970 -4.9492
14 C 15.8185 8.3992 -4.8537
15 H 17.3815 8.0824 -2.5274
16 H 16.0046 8.4240 -1.4495
17 H 17.3816 10.4810 -2.0402
18 H 15.6690 10.6185 -2.4978
19 H 16.4085 10.1542 -5.9417
20 H 15.1037 10.4302 -4.7660
21 H 16.7249 7.8617 -5.1449
22 H 14.9931 8.0874 -5.4913
23 O -0.3454 -2.1969 0.1559
24 S -1.5978 -2.9040 0.1845
25 C -1.5528 -4.2465 1.3355
26 C -1.3676 -5.0585 0.0668
27 C -2.4941 -5.5872 -0.6051
28 C -2.3171 -6.3744 -1.7200
29 C -1.0278 -6.6291 -2.1843
30 C 0.0925 -6.0902 -1.5498
31 C -0.0698 -5.2912 -0.4431
32 C -21.2753 -5.1739 4.5132
33 C -22.5664 -5.5332 4.7324
34 C -23.0038 -6.8688 4.4392
35 C -24.3036 -7.2226 4.6625
36 C -25.1901 -6.2656 5.1771
37 C -24.7996 -4.9523 5.4752
38 C -23.5034 -4.5813 5.2586
39 H -2.5029 -4.4101 1.8354
40 H -0.6986 -4.1990 2.0040
41 H -3.4887 -5.3907 -0.2229
42 H -3.1718 -6.7951 -2.2302
43 H -0.8931 -7.2475 -3.0621
44 H 1.0827 -6.2935 -1.9321
45 H 0.7861 -4.8403 0.0442
46 H -20.5560 -5.8803 4.1157
47 H -20.9250 -4.1710 4.7275
48 H -22.2893 -7.5788 4.0424
49 H -24.6535 -8.2222 4.4491
50 H -26.2201 -6.5532 5.3516
51 H -25.5210 -4.2515 5.8702
52 H -23.1633 -3.5768 5.4763



5.
This record from OMol25 describes one molecule with the formula C3H5FN2O2 at a distorted geometry. The level of theory is wB97M-V/def2-TZVPD.

Calculated values
- Relative energy (zero: lowest compared OMol25 entry of this formula, charge and spin): 281.93 kJ/mol
- Charge: 0
- E_HOMO: -0.39182 Eh

Geometry (Å):
1 C 2.7038 -0.1036 0.3643
2 N 1.3701 -0.6556 0.2306
3 C 0.5541 0.1313 -0.2522
4 F 0.6903 1.4154 -0.6906
5 C -1.0399 -0.2307 -0.4781
6 O -1.4342 -1.2682 -0.9205
7 O -1.7610 0.7310 0.0715
8 N -3.2324 0.4321 0.0945
9 H 2.6676 -0.0582 1.4709
10 H 2.8886 0.8013 -0.1386
11 H 3.4461 -0.9239 0.0569
12 H -3.5891 0.0101 0.8843
13 H -3.2639 -0.2810 -0.6931



6.
This record from OMol25 describes one molecule with the formula C4H7NO. The level of theory is wB97M-V/def2-TZVPD.

Calculated values
- Relative energy (zero: lowest compared OMol25 entry of this formula, charge and spin): 283.80 kJ/mol
- Charge: 0
- E_HOMO: -0.34936 Eh

Geometry (Å):
1 O -0.1810 1.8367 -0.8731
2 C 0.5435 0.8896 -0.1249
3 C 0.1076 0.2792 1.2598
4 N 0.2577 -1.1098 0.7312
5 C -0.7632 -1.1888 -0.3032
6 C 0.5256 -0.5336 -0.6240
7 H -0.6306 1.3637 -1.5861
8 H 1.5516 1.2929 0.0019
9 H -0.8935 0.4661 1.6642
10 H 0.8468 0.4616 2.0446
11 H -1.6692 -0.5975 -0.1665
12 H -0.9199 -2.1904 -0.6914
13 H 1.2247 -0.9699 -1.3327



7.
This record from OMol25 describes one molecule with the formula C5H10Se at a distorted geometry. The level of theory is wB97M-V/def2-TZVPD.

Calculated values
- Relative energy (zero: lowest compared OMol25 entry of this formula, charge and spin): 273.70 kJ/mol
- Charge: 0
- E_HOMO: -0.26566 Eh

Geometry (Å):
1 C -0.4787 -1.1765 0.6641
2 C 0.5650 -1.4210 -0.3765
3 C 0.9583 1.4013 1.2296
4 C 0.0720 -1.8821 -1.4999
5 C -1.2360 1.9462 -0.6265
6 Se -0.8890 0.9036 0.8089
7 H -0.0190 -1.5695 1.6784
8 H -1.5344 -1.5910 0.5637
9 H 1.6891 -1.2799 -0.3601
10 H 1.6665 1.1971 0.4698
11 H 1.0658 2.4437 1.3909
12 H 1.2330 1.1671 2.1949
13 H 0.7768 -2.0961 -2.3232
14 H -0.9111 -2.0934 -1.6061
15 H -2.3038 2.1776 -0.7929
16 H -0.6544 1.8728 -1.4152



8.
This record from OMol25 describes a 4-piece molecular cluster, C28H80BN10O7P4 overall at a distorted geometry. The level of theory is wB97M-V/def2-TZVPD.

Calculated values
- Relative energy (zero: lowest compared OMol25 entry of this formula, charge and spin): 1091.23 kJ/mol
- Charge: -1
- E_HOMO: -0.11623 Eh

Geometry (Å):
1 C 2.9519 -6.4328 9.1567
2 C 1.4513 -6.1109 8.4941
3 C 1.6124 -5.6031 6.9087
4 N 1.0831 -4.2001 6.8293
5 P 1.7621 -3.2275 5.5119
6 C 2.3479 -2.0721 4.1059
7 C 0.5212 -4.0420 4.2757
8 C 1.1835 -5.1780 3.3023
9 C 1.4724 -4.6626 1.7510
10 C 3.1013 -4.3850 1.5309
11 O 3.8286 -5.6344 1.1330
12 C 5.1457 -5.4768 1.8172
13 C 6.1102 -4.1804 1.3918
14 O 5.5930 -6.3544 2.7369
15 B 3.1020 -2.4343 6.6910
16 O 3.7829 -1.1298 6.3892
17 O 3.5691 -3.1006 7.9506
18 H 3.7422 -5.5884 8.8923
19 H 2.9203 -6.4960 10.3281
20 H 3.3424 -7.4269 8.6692
21 H 0.8494 -5.3563 9.1570
22 H 0.8785 -7.1434 8.5307
23 H 0.8844 -6.2910 6.2928
24 H 2.7465 -5.7437 6.6645
25 H 1.0405 -3.7071 7.7466
26 H 0.7860 -2.1859 5.8629
27 H 2.7667 -4.1881 5.1507
28 H 2.0809 -0.9527 4.4219
29 H 1.7680 -2.2295 3.0749
30 H 3.4987 -2.1028 3.8938
31 H -0.2874 -4.6021 4.9520
32 H -0.0839 -3.2267 3.6747
33 H 0.3662 -6.0405 3.1912
34 H 2.1426 -5.7030 3.7168
35 H 0.9539 -3.6231 1.5123
36 H 1.1532 -5.4627 0.9440
37 H 3.3126 -3.5491 0.7284
38 H 3.5258 -4.1051 2.5952
39 H 5.8356 -3.2327 2.0221
40 H 7.2567 -4.4212 1.6160
41 H 5.9739 -3.8958 0.2568
42 H 4.6496 -1.4159 5.9487
43 H 4.3471 -3.7061 7.7555
44 O -0.0660 -0.6337 1.0337
45 P 0.6178 0.7505 0.9162
46 N -0.7398 1.5319 1.5523
47 C -1.7248 2.3959 0.9453
48 C -1.0688 1.2709 2.9460
49 N 0.5995 0.6682 -0.8054
50 C -0.3340 1.3571 -1.6675
51 C 0.8445 -0.6727 -1.3753
52 N 1.4039 2.3418 0.7810
53 C 1.1061 3.5685 1.4984
54 C 2.4965 2.5329 -0.1706
55 H -1.8838 3.2887 1.5666
56 H -2.6844 1.8936 0.8210
57 H -1.4329 2.8059 -0.0197
58 H -0.3466 1.7578 3.6058
59 H -1.0510 0.2002 3.1711
60 H -2.0659 1.6292 3.2291
61 H -1.3655 1.0400 -1.4885
62 H -0.1161 1.1733 -2.7288
63 H -0.2421 2.4401 -1.5616
64 H -0.0751 -1.2808 -1.3702
65 H 1.6125 -1.2032 -0.8082
66 H 1.2023 -0.6082 -2.4026
67 H 0.4108 4.1931 0.9269
68 H 2.0080 4.1675 1.6704
69 H 0.6995 3.3901 2.4969
70 H 2.1276 3.0162 -1.0860
71 H 2.9645 1.5814 -0.4461
72 H 3.2992 3.1519 0.2376
73 O 0.1139 0.1128 -6.0694
74 P 1.2623 -0.8509 -6.4569
75 N 2.0645 0.3674 -7.3118
76 C 2.2755 0.5712 -8.7257
77 C 2.6038 1.4791 -6.5423
78 N 0.2088 -1.7857 -7.4504
79 C 0.1397 -1.7203 -8.8927
80 C -1.1657 -1.9487 -6.9336
81 N 2.5824 -1.9587 -6.9023
82 C 3.9415 -1.6413 -7.3030
83 C 2.3479 -3.4012 -6.9095
84 H 3.3295 0.8128 -8.9231
85 H 1.6622 1.3842 -9.1149
86 H 2.0964 -0.3087 -9.3407
87 H 3.4772 1.1581 -5.9695
88 H 1.8700 1.8718 -5.8319
89 H 2.9135 2.3264 -7.1660
90 H -0.1607 -0.7283 -9.2426
91 H -0.5847 -2.4414 -9.2963
92 H 1.0884 -2.0155 -9.3460
93 H -1.7848 -1.0664 -7.1656
94 H -1.1610 -2.0921 -5.8509
95 H -1.6503 -2.8250 -7.3635
96 H 4.0205 -1.5819 -8.3940
97 H 4.6520 -2.4074 -6.9713
98 H 4.3106 -0.7132 -6.8596
99 H 2.1626 -3.7545 -7.9334
100 H 1.4882 -3.6746 -6.2880
101 H 3.1956 -3.9616 -6.5076
102 O -5.6848 7.2898 -1.9649
103 P -5.4241 6.7883 -0.5234
104 N -4.8564 5.2997 -1.0895
105 C -5.4214 3.9719 -1.0374
106 C -3.6063 5.3016 -1.8354
107 N -7.1112 6.7729 -0.1709
108 C -7.9502 5.5963 -0.1396
109 C -7.8911 7.8748 -0.7714
110 N -5.1244 6.2117 1.1338
111 C -4.2321 5.1585 1.5841
112 C -5.8460 6.8136 2.2531
113 H -4.6672 3.2497 -0.6939
114 H -5.7839 3.6461 -2.0126
115 H -6.2321 3.8536 -0.3211
116 H -2.7634 5.4896 -1.1660
117 H -3.5964 6.0799 -2.6044
118 H -3.4102 4.3545 -2.3524
119 H -7.9932 5.0993 -1.1131
120 H -8.9824 5.8428 0.1463
121 H -7.6206 4.8983 0.6328
122 H -8.1430 7.6567 -1.8223
123 H -7.3314 8.8122 -0.7379
124 H -8.8204 8.0454 -0.2286
125 H -4.7667 4.2057 1.6659
126 H -3.8130 5.3768 2.5733
127 H -3.3604 5.0332 0.9372
128 H -6.6928 6.1790 2.5492
129 H -6.2304 7.8076 1.9993
130 H -5.2087 6.9561 3.1293